C4H13N2O | ωB97M-V/def2-TZVPD

Structure (XYZ):
```
20
Properties=species:S:1:pos:R:3:nbo_charge:R:1
C -0.73 -1.64 -1.96 -0.236
C -1.78 -1.30 -0.91 -0.685
N 0.67 -1.27 -1.58 -0.693
H -0.69 -2.70 -2.39 0.244
H -0.81 -0.94 -2.92 0.225
H -2.14 -2.18 -0.50 0.241
H -2.83 -0.90 -1.30 0.274
H 1.38 -1.79 -2.09 0.442
H 0.83 -0.18 -1.66 0.498
H 0.79 -1.47 -0.58 0.440
H -1.48 -0.80 0.06 0.235
C 0.52 0.13 2.13 -0.726
C 0.58 1.23 1.10 0.684
O 1.11 0.99 0.00 -0.709
N -0.12 2.32 1.39 -0.808
H 1.56 -0.25 2.28 0.261
H -0.20 -0.59 1.80 0.220
H -0.11 3.31 1.03 0.437
H -0.91 2.26 2.12 0.414
H 0.23 0.43 3.24 0.242
```

Results
spin multiplicity: 1
ΔE to the lowest compared entry with this formula, charge and spin: 204.08 kJ/mol
net charge: +1
lowest unoccupied orbital energy: -3.129 eV
calculated total energy: -9379.4686 eV
Kohn-Sham gap: 10.67 eV



C4H13N2O | ωB97M-V/def2-TZVPD

Structure (XYZ):
```
20
Properties=species:S:1:pos:R:3:nbo_charge:R:1
C -0.06 0.40 2.96 -0.433
C 1.81 1.15 1.61 0.107
N 0.76 0.45 1.75 -0.402
H -0.02 -0.61 3.36 0.245
H -1.09 0.63 2.68 0.242
H 0.29 1.12 3.68 0.230
H 2.10 1.83 2.40 0.216
H 2.38 1.07 0.70 0.225
H 0.55 -0.30 1.01 0.466
C -0.81 -0.57 -2.60 -0.073
O -0.79 0.56 -3.44 -0.714
C -0.43 -0.09 -1.21 -0.241
N -0.08 -1.20 -0.28 -0.852
H -1.81 -1.00 -2.55 0.173
H -0.10 -1.32 -2.97 0.164
H -1.47 0.48 -4.12 0.487
H 0.40 0.59 -1.28 0.193
H -1.27 0.44 -0.77 0.202
H -0.90 -1.78 -0.15 0.384
H 0.55 -1.83 -0.77 0.383
```

Results
spin multiplicity: 1
ΔE to the lowest compared entry with this formula, charge and spin: 211.21 kJ/mol
net charge: +1
lowest unoccupied orbital energy: -4.320 eV
calculated total energy: -9379.3947 eV
Kohn-Sham gap: 9.30 eV



C4H13N2O | ωB97M-V/def2-TZVPD

Structure (XYZ):
```
20
Properties=species:S:1:pos:R:3:nbo_charge:R:1
N 1.13 1.24 -1.26 -0.686
C 0.18 0.49 -0.36 -0.070
C -0.09 1.35 0.88 -0.083
O -0.19 2.67 0.39 -0.751
C 0.67 -0.92 -0.07 -0.232
N -0.26 -1.59 0.79 -0.631
C -1.45 -2.12 0.14 -0.422
H 0.89 1.12 -2.24 0.445
H 1.00 2.23 -1.00 0.473
H 2.11 0.99 -1.12 0.436
H -0.76 0.42 -0.91 0.224
H -1.02 0.96 1.30 0.224
H 0.75 1.26 1.58 0.184
H -0.22 3.31 1.11 0.511
H 1.64 -0.91 0.43 0.212
H 0.83 -1.45 -1.02 0.179
H 0.16 -2.28 1.40 0.390
H -2.03 -1.33 -0.34 0.184
H -1.23 -2.87 -0.61 0.183
H -2.11 -2.57 0.89 0.229
```

Results
spin multiplicity: 1
ΔE to the lowest compared entry with this formula, charge and spin: 169.80 kJ/mol
net charge: +1
lowest unoccupied orbital energy: -3.338 eV
calculated total energy: -9379.8239 eV
Kohn-Sham gap: 9.42 eV
SMILES string: CNC[C@H]([NH3+])CO



C4H13N2O | ωB97M-V/def2-TZVPD

Structure (XYZ):
```
20
Properties=species:S:1:pos:R:3:nbo_charge:R:1
C -0.22 0.79 1.31 -0.232
C 1.12 -0.04 0.99 -0.418
C 0.73 -1.41 0.46 -0.490
C 1.07 -1.77 -0.83 0.105
N 0.48 -2.77 -1.54 -0.781
N -1.30 0.36 0.39 -0.705
H 0.03 1.83 1.15 0.243
H -0.56 0.43 2.28 0.218
H 1.49 0.61 0.20 0.214
H 1.78 -0.06 1.86 0.242
H 0.61 -2.31 1.08 0.241
H 1.88 -1.18 -1.26 0.211
H -0.24 -3.27 -1.07 0.392
H 0.38 -2.54 -2.51 0.406
H -2.16 0.45 0.92 0.439
H -1.33 0.94 -0.46 0.456
H -1.13 -0.58 -0.01 0.453
H -0.71 3.81 -1.63 0.494
H -1.18 3.62 -0.32 0.473
O -0.73 3.10 -0.98 -0.962
```

Results
spin multiplicity: 1
ΔE to the lowest compared entry with this formula, charge and spin: 257.23 kJ/mol
net charge: +1
lowest unoccupied orbital energy: -3.067 eV
calculated total energy: -9378.9178 eV
Kohn-Sham gap: 8.78 eV



C4H13N2O | ωB97M-V/def2-TZVPD

Structure (XYZ):
```
20
Properties=species:S:1:pos:R:3:nbo_charge:R:1
C -2.72 1.74 -1.01 -0.715
C -1.25 1.57 -1.03 0.713
O -0.83 0.51 -0.53 -0.748
N -0.31 2.51 -1.45 -0.803
H -2.99 2.13 -1.91 0.235
H -3.03 2.41 -0.25 0.258
H 0.64 2.27 -1.32 0.409
H -0.57 3.27 -2.15 0.423
H -3.35 0.87 -0.70 0.257
C 1.36 -1.86 1.58 -0.205
C 2.48 -1.59 0.65 -0.655
N 0.03 -1.47 0.80 -0.718
H 1.31 -2.79 1.99 0.228
H 1.45 -1.01 2.37 0.219
H 2.22 -0.89 -0.20 0.216
H 2.83 -2.43 -0.06 0.242
H -0.52 -2.30 0.74 0.437
H -0.44 -0.74 1.40 0.457
H 0.32 -0.93 -0.11 0.497
H 3.36 -1.26 1.18 0.254
```

Results
spin multiplicity: 1
ΔE to the lowest compared entry with this formula, charge and spin: 177.74 kJ/mol
net charge: +1
lowest unoccupied orbital energy: -2.953 eV
calculated total energy: -9379.7417 eV
Kohn-Sham gap: 10.87 eV



C4H13N2O | ωB97M-V/def2-TZVPD

Structure (XYZ):
```
20
Properties=species:S:1:pos:R:3:nbo_charge:R:1
C -2.36 1.07 0.35 -0.636
C -1.37 2.13 -0.08 -0.217
N -0.01 1.83 0.48 -0.693
H -3.35 1.34 0.01 0.258
H -2.14 0.11 -0.12 0.223
H -2.37 0.91 1.42 0.219
H -1.26 2.15 -1.16 0.232
H -1.65 3.11 0.28 0.226
H -0.08 1.57 1.47 0.422
H 0.63 2.63 0.45 0.439
H 0.50 1.04 0.01 0.471
C 1.68 -1.85 0.93 -0.720
C 1.00 -1.28 -0.28 0.693
N -0.02 -1.98 -0.80 -0.793
O 1.37 -0.22 -0.79 -0.690
H 1.67 -2.93 0.95 0.240
H 1.16 -1.49 1.82 0.237
H 2.70 -1.49 0.98 0.259
H -0.19 -2.93 -0.49 0.415
H -0.43 -1.62 -1.65 0.414
```

Results
spin multiplicity: 1
ΔE to the lowest compared entry with this formula, charge and spin: 26.13 kJ/mol
net charge: +1
lowest unoccupied orbital energy: -3.089 eV
calculated total energy: -9381.3129 eV
Kohn-Sham gap: 11.10 eV



C4H13N2O | ωB97M-V/def2-TZVPD

Structure (XYZ):
```
20
Properties=species:S:1:pos:R:3:nbo_charge:R:1
C -1.34 -1.19 0.16 -0.628
C -0.30 -1.07 1.27 -0.423
C 0.93 -0.23 0.99 -0.245
N 0.58 1.19 0.79 -0.482
C -0.06 1.59 -0.26 0.397
N -0.55 2.83 -0.40 -0.725
H -1.95 -0.31 -0.05 0.195
H -0.88 -1.17 -0.81 0.213
H -1.82 -2.14 0.30 0.249
H -0.74 -0.84 2.25 0.219
H 0.03 -2.10 1.47 0.238
H 1.66 -0.32 1.79 0.236
H 1.44 -0.62 0.11 0.253
H 0.69 1.84 1.56 0.422
H 0.05 1.06 -1.19 0.235
H -1.32 2.94 -1.04 0.430
H -0.63 3.42 0.42 0.409
H 0.95 -1.15 -2.90 0.478
H 1.86 -2.27 -2.35 0.493
O 1.40 -1.46 -2.11 -0.966
```

Results
spin multiplicity: 1
ΔE to the lowest compared entry with this formula, charge and spin: 134.95 kJ/mol
net charge: +1
lowest unoccupied orbital energy: -3.653 eV
calculated total energy: -9380.1850 eV
Kohn-Sham gap: 11.25 eV



C4H13N2O | ωB97M-V/def2-TZVPD

Structure (XYZ):
```
20
Properties=species:S:1:pos:R:3:nbo_charge:R:1
C -2.04 -1.97 0.04 -0.606
C -0.49 -1.92 0.02 -0.448
C 0.01 -0.52 -0.01 0.271
C 0.34 0.00 -1.21 -0.274
N 0.60 1.45 -1.33 -0.688
N 0.11 0.11 1.18 -0.791
H -2.47 -2.16 -0.93 0.226
H -2.44 -1.01 0.41 0.208
H -2.41 -2.73 0.71 0.230
H -0.09 -2.47 -0.83 0.238
H -0.13 -2.44 0.90 0.226
H 0.19 -0.53 -2.13 0.235
H 1.01 1.71 -2.22 0.442
H -0.23 2.05 -1.28 0.428
H 1.29 1.78 -0.64 0.458
H 0.48 1.04 1.22 0.404
H -0.19 -0.40 1.99 0.417
H 2.84 2.40 1.12 0.499
H 1.70 2.99 1.93 0.506
O 1.91 2.65 1.05 -0.982
```

Results
spin multiplicity: 1
ΔE to the lowest compared entry with this formula, charge and spin: 137.98 kJ/mol
net charge: +1
lowest unoccupied orbital energy: -3.255 eV
calculated total energy: -9380.1536 eV
Kohn-Sham gap: 9.37 eV



C4H13N2O | ωB97M-V/def2-TZVPD

Structure (XYZ):
```
20
Properties=species:S:1:pos:R:3:nbo_charge:R:1
C -1.88 0.36 1.46 -0.206
C -1.15 0.70 0.15 -0.463
C 0.27 0.24 0.21 -0.082
C 1.21 0.43 -0.70 -0.105
N 2.48 -0.29 -0.62 -0.671
N -1.33 1.21 2.55 -0.856
H -1.61 -0.64 1.81 0.192
H -2.94 0.51 1.28 0.198
H -1.20 1.75 -0.13 0.241
H -1.67 0.11 -0.61 0.230
H 0.54 -0.50 0.96 0.192
H 1.03 1.05 -1.57 0.235
H 2.44 -0.89 0.21 0.441
H 2.55 -0.96 -1.37 0.460
H 3.25 0.37 -0.53 0.448
H -1.79 2.08 2.69 0.373
H -1.34 0.67 3.41 0.369
H -0.35 -1.96 -2.71 0.492
H 0.88 -2.23 -3.69 0.494
O 0.61 -2.01 -2.79 -0.983
```

Results
spin multiplicity: 1
ΔE to the lowest compared entry with this formula, charge and spin: 226.04 kJ/mol
net charge: +1
lowest unoccupied orbital energy: -3.274 eV
calculated total energy: -9379.2410 eV
Kohn-Sham gap: 9.16 eV



C4H13N2O | ωB97M-V/def2-TZVPD

Structure (XYZ):
```
20
Properties=species:S:1:pos:R:3:mulliken_spin:R:1
C 1.05 -0.56 2.26 0.077
C 0.55 -0.88 1.00 0.509
N 1.40 -0.96 -0.17 -0.003
N 0.27 -0.53 3.31 0.370
H 2.11 -0.33 2.40 0.004
H -0.50 -1.03 0.80 0.018
H 0.83 -0.65 -1.07 0.013
H 2.20 -0.32 -0.08 0.004
H 1.77 -1.90 -0.33 0.028
H -0.65 -0.97 3.24 -0.010
H 0.69 -0.60 4.24 -0.012
C -1.22 0.35 -2.04 0.002
O 0.22 0.12 -2.26 0.004
C -1.46 1.63 -1.29 -0.004
H -1.68 0.31 -3.03 0.000
H -1.58 -0.53 -1.50 -0.001
H 0.63 0.99 -2.27 -0.001
H -1.10 2.50 -1.84 0.000
H -2.53 1.77 -1.09 0.000
H -1.00 1.61 -0.30 0.001
```

Results
spin multiplicity: 2
ΔE to the lowest compared entry with this formula, charge and spin: 186.52 kJ/mol
net charge: +2
lowest unoccupied orbital energy (spin up / spin down): -8.748 / -12.332 eV
calculated total energy: -9367.0685 eV
Kohn-Sham gap (spin up / spin down): 9.79 / 6.20 eV
expectation value of S²: 0.77



C4H13N2O2 | ωB97M-V/def2-TZVPD

Structure (XYZ):
```
21
Properties=species:S:1:pos:R:3:nbo_charge:R:1
C 1.36 0.29 0.56 -0.218
C 1.59 1.17 -0.66 -0.434
C 0.27 1.81 -1.21 -0.013
O -0.76 0.99 -1.57 -0.957
N 0.54 -0.84 0.11 -0.691
C -0.07 -1.56 1.20 -0.037
N -0.99 -2.62 0.71 -0.857
H 2.27 -0.20 0.94 0.163
H 0.90 0.86 1.38 0.144
H 2.17 2.07 -0.43 0.177
H 2.15 0.57 -1.38 0.187
H -0.01 2.56 -0.44 0.090
H 0.57 2.42 -2.09 0.106
H -0.20 -0.48 -0.51 0.421
H 0.62 -2.12 1.84 0.150
H -0.63 -0.88 1.87 0.129
H -0.41 -3.15 0.07 0.348
H -1.76 -2.17 0.22 0.368
H -2.07 0.59 -0.88 0.515
H -2.62 0.31 0.59 0.439
O -2.88 0.39 -0.32 -1.031
```

Results
spin multiplicity: 1
ΔE to the lowest compared entry with this formula, charge and spin: 37.58 kJ/mol
net charge: -1
lowest unoccupied orbital energy: 4.098 eV
calculated total energy: -11434.3474 eV
Kohn-Sham gap: 7.60 eV



C4H13N2O2 | ωB97M-V/def2-TZVPD

Structure (XYZ):
```
21
Properties=species:S:1:pos:R:3:mulliken_spin:R:1
C 0.51 0.19 -0.74 -0.019
N 0.16 0.88 0.56 0.317
C 0.42 2.38 0.44 -0.055
O -0.32 2.85 -0.56 0.726
C 1.01 -1.25 -0.52 0.009
N -0.14 -2.16 -0.70 0.001
C 0.10 -3.41 0.09 0.001
H -0.42 0.20 -1.35 0.000
H 1.27 0.78 -1.20 -0.002
H -0.87 0.82 0.63 -0.008
H 0.20 2.79 1.46 0.003
H 1.52 2.53 0.34 0.028
H 1.74 -1.57 -1.23 0.001
H 1.47 -1.26 0.45 -0.001
H -1.02 -1.79 -0.38 0.001
H 0.57 -4.15 -0.55 0.000
H 0.88 -3.33 0.84 0.000
H -0.75 -3.97 0.47 0.000
H -1.44 3.39 0.28 -0.005
H -2.64 2.62 0.72 0.000
O -2.25 3.46 0.97 0.003
```

Results
spin multiplicity: 2
ΔE to the lowest compared entry with this formula, charge and spin: 146.86 kJ/mol
lowest unoccupied orbital energy (spin up / spin down): 0.756 / -2.914 eV
calculated total energy: -11430.2274 eV
Kohn-Sham gap (spin up / spin down): 10.16 / 6.48 eV
expectation value of S²: 0.76